#1
Formula: C3H6N4O
Source: the Open Molecules 2025 dataset
Level of theory: wB97M-V/def2-TZVPD

Geometry as ORCA input:
```
! RIJCOSX wB97M-V def2-TZVPD def2/J DEFGRID3
* xyz 0 1
N 0.55371 0.81779 -2.41424
C 0.34757 0.17767 -1.12837
C -0.85356 0.00849 -0.38119
N -0.45286 -0.44576 0.82533
N -1.50237 -0.63548 1.72823
C 0.87599 -0.21431 1.18314
O 1.43668 -0.19984 2.27804
N 1.40714 -0.03531 -0.16795
H 0.52152 -0.00145 -3.23038
H -0.36557 1.60492 -2.53308
H -1.91711 0.12201 -0.78278
H -1.24892 0.02249 2.47322
H -1.27639 -1.55742 2.34116
H 2.47417 0.33621 -0.19113
*
```

Values from the calculation:
Kohn-Sham gap (Eh): 0.30629
LUMO (eV): 0.59
SMILES: Nc1cn(N)c(=O)[nH]1

These are the natural (NBO) partial charges, in e, on atoms 1 to 8:
1 N -0.85
2 C 0.24
3 C -0.12
4 N -0.29
5 N -0.62
6 C 0.74
7 O -0.64
8 N -0.64


#2
Formula: C3H6N4O
Source: the Open Molecules 2025 dataset
Level of theory: wB97M-V/def2-TZVPD

Geometry as ORCA input:
```
! RIJCOSX wB97M-V def2-TZVPD def2/J DEFGRID3
* xyz 0 1
C -0.73648 0.45198 -2.12414
C 0.52661 -0.37056 2.22372
C 0.89988 -0.70178 0.83224
H -0.13563 0.27006 -3.15875
H -1.27690 1.76715 -2.01167
H -1.52541 -0.48182 -2.05006
H -1.61965 0.94445 1.14284
H 0.98606 -0.92598 3.08602
H 1.85447 -1.46020 -0.56085
N -0.02095 0.09667 0.04519
N -0.65964 0.88146 1.02052
N -0.47284 0.38630 2.26598
N 1.85582 -1.41271 0.48999
O 0.32466 0.55497 -1.20103
*
```

Values from the calculation:
Kohn-Sham gap (Eh): 0.33391
LUMO (eV): 0.58

These are the natural (NBO) partial charges, in e, on atoms 1 to 8:
1 C -0.29
2 C -0.05
3 C 0.33
4 H 0.22
5 H 0.18
6 H 0.22
7 H 0.38
8 H 0.22


#3
Formula: C3H6N4O
Source: the Open Molecules 2025 dataset
Level of theory: wB97M-V/def2-TZVPD

Geometry as ORCA input:
```
! RIJCOSX wB97M-V def2-TZVPD def2/J DEFGRID3
* xyz 0 1
H -2.38985 1.87420 -0.38658
N -1.66594 1.22605 -1.07242
C -1.07210 0.90755 0.18825
N -1.12749 1.81657 1.37012
N -0.20174 1.54766 2.19360
O 0.38795 0.34134 1.82204
N 0.13290 0.26251 0.42921
C 0.34337 -1.09030 0.14148
C 1.15834 -1.09239 -1.12817
H 1.03314 -1.52220 0.96589
H -0.66537 -1.38577 0.12337
H 2.05797 -0.66766 -1.02115
H 1.31625 -1.91777 -1.63892
H 0.69259 -0.29978 -1.98672
*
```

Values from the calculation:
Kohn-Sham gap (Eh): 0.32009
LUMO (eV): -0.68
SMILES: [H]/N=c1\nnon1CC

These are the natural (NBO) partial charges, in e, on atoms 1 to 8:
1 H 0.35
2 N -0.60
3 C 0.40
4 N -0.22
5 N 0.19
6 O -0.21
7 N -0.14
8 C -0.25


#4
Formula: C3H6N4O
Source: the Open Molecules 2025 dataset
Level of theory: wB97M-V/def2-TZVPD

Geometry as ORCA input:
```
! RIJCOSX wB97M-V def2-TZVPD def2/J DEFGRID3
* xyz 0 1
H -2.71746 -1.83789 -0.43582
N -3.23315 -1.03221 -0.07989
C -2.46866 -0.02822 0.12187
N -1.06268 -0.09342 -0.06452
C -0.32121 1.08331 -0.09590
O -0.80050 2.17447 -0.10447
C 1.21382 0.85273 -0.04213
N 1.53662 -0.36138 -0.08723
N 2.87684 -0.70843 -0.07286
H -2.89591 0.94008 0.44343
H -0.55768 -0.96852 -0.18382
H 1.90763 1.67670 0.02483
H 3.59548 -0.04272 0.29908
H 2.92687 -1.65451 0.27742
*
```

Values from the calculation:
Kohn-Sham gap (Eh): 0.37474
LUMO (eV): 0.51
SMILES: [H]/N=C\NC(=O)/C=N/N

These are the natural (NBO) partial charges, in e, on atoms 1 to 8:
1 H 0.32
2 N -0.65
3 C 0.28
4 N -0.67
5 C 0.65
6 O -0.57
7 C -0.07
8 N -0.22


It is #3 that is the least stable of them.


#1
Formula: C3H6N4O
Source: the Open Molecules 2025 dataset
Level of theory: wB97M-V/def2-TZVPD

Geometry as ORCA input:
```
! RIJCOSX wB97M-V def2-TZVPD def2/J DEFGRID3
* xyz 0 1
H 2.78413 -0.32500 -1.17820
N 2.46868 -1.10607 -0.61955
C 1.28473 -0.85398 -0.26715
N 0.49881 -1.72201 0.51383
C -0.62772 -1.09427 0.62750
N -0.75824 0.08692 -0.07324
N -1.26535 1.14062 0.66803
C -1.69613 2.22851 -0.23677
O 0.56253 0.28582 -0.54169
H -1.53421 -1.45170 1.13362
H -0.61408 1.45160 1.40013
H -0.92644 2.73159 -0.83451
H -2.06352 3.01336 0.46044
H -2.51868 1.81576 -0.81288
*
```

Values from the calculation:
Kohn-Sham gap (Eh): 0.36335
LUMO (eV): 0.49
SMILES: [H]/N=c1/ncn(NC)o1

These are the natural (NBO) partial charges, in e, on atoms 1 to 8:
1 H 0.34
2 N -0.67
3 C 0.60
4 N -0.45
5 C 0.25
6 N -0.02
7 N -0.44
8 C -0.42


#2
Formula: C3H6N4O
Source: the Open Molecules 2025 dataset
Level of theory: wB97M-V/def2-TZVPD

Geometry as ORCA input:
```
! RIJCOSX wB97M-V def2-TZVPD def2/J DEFGRID3
* xyz 0 1
N -0.02870 0.76424 -0.04471
C -1.48999 -0.35590 -0.16905
C 0.64776 -0.22240 0.52819
N 0.67428 1.66968 -0.86615
N 1.94173 -0.19269 0.88868
C -0.31743 -1.26327 0.66346
O -0.98564 -1.51274 -0.63592
N -2.61706 0.20113 -0.17937
H 0.09591 2.49502 -0.96434
H 0.82673 1.27343 -1.79234
H 2.44607 -1.04068 1.07311
H 2.45767 0.66633 0.77489
H -3.31477 -0.38906 -0.62980
H -0.33654 -2.09308 1.35335
*
```

Values from the calculation:
Kohn-Sham gap (Eh): 0.32139
LUMO (eV): 0.73

These are the natural (NBO) partial charges, in e, on atoms 1 to 8:
1 N -0.30
2 C 0.66
3 C 0.41
4 N -0.67
5 N -0.78
6 C -0.17
7 O -0.48
8 N -0.78


It is #2 that is the least stable of them.


#1
Formula: C3H6N4O
Source: the Open Molecules 2025 dataset
Level of theory: wB97M-V/def2-TZVPD

Geometry as ORCA input:
```
! RIJCOSX wB97M-V def2-TZVPD def2/J DEFGRID3
* xyz 0 1
N -2.31668 0.16205 -0.07708
N -1.52946 -0.90703 -0.08170
C -0.30340 -0.64077 -0.13713
C 0.89597 -1.46028 0.18681
C 1.82455 -0.58167 0.06796
N 1.55033 0.56749 -0.69114
N 0.16809 0.76570 -0.47708
O 0.18588 1.56150 0.65918
H -2.36777 0.67071 -0.90761
H -3.13988 -0.35954 -0.00914
H 0.84767 -2.35476 0.89258
H 2.98664 -0.75070 0.20902
H 1.84002 1.38240 -0.15855
H -0.64196 1.94490 0.52387
*
```

Values from the calculation:
Kohn-Sham gap (Eh): 0.34335
LUMO (eV): 1.05
SMILES: N/N=c1/cc[nH]n1O

These are the natural (NBO) partial charges, in e, on atoms 1 to 8:
1 N -0.66
2 N -0.27
3 C 0.32
4 C -0.35
5 C 0.01
6 N -0.45
7 N -0.07
8 O -0.59


#2
Formula: C3H6N4O
Source: the Open Molecules 2025 dataset
Level of theory: wB97M-V/def2-TZVPD

Geometry as ORCA input:
```
! RIJCOSX wB97M-V def2-TZVPD def2/J DEFGRID3
* xyz 0 1
C 0.41784 0.60949 -0.26310
C -1.73344 0.02436 0.03767
C 0.36376 -0.74598 -0.11536
H 2.44214 1.17440 -0.45901
H 1.17956 2.02196 1.21950
H -1.33752 1.95027 -0.52752
H -2.95269 -1.21286 -0.08021
H 2.43263 -1.51251 -0.57664
H 1.23413 -2.18852 1.17988
N 1.27257 1.66553 -0.06937
N -0.88677 1.06116 -0.04422
N -2.93027 -0.13040 -0.00397
N 1.35628 -1.73561 -0.02811
O -0.85823 -0.98128 -0.26952
*
```

Values from the calculation:
Kohn-Sham gap (Eh): 0.26801
LUMO (eV): 0.02

These are the natural (NBO) partial charges, in e, on atoms 1 to 8:
1 C 0.13
2 C 0.65
3 C 0.38
4 H 0.36
5 H 0.35
6 H 0.42
7 H 0.36
8 H 0.44


#3
Formula: C3H6N4O
Source: the Open Molecules 2025 dataset
Level of theory: wB97M-V/def2-TZVPD

Geometry as ORCA input:
```
! RIJCOSX wB97M-V def2-TZVPD def2/J DEFGRID3
* xyz 0 1
C -2.35538 -0.28212 -0.15621
C 2.21283 -0.69617 -0.10034
C 1.30435 0.55621 -0.14741
H -2.53930 0.40733 -1.01682
H -1.83380 -1.59425 -0.23066
H -3.17095 -0.02288 0.58251
H -0.69879 1.16377 1.19381
H 3.27019 -1.12615 0.19230
H 1.29457 2.58494 -0.18858
N -1.09260 0.64733 0.16832
N -0.02807 0.05176 -0.30800
N 1.46409 -1.79742 0.02780
N 1.95283 1.67070 -0.03650
O 0.22003 -1.56305 0.01977
*
```

Values from the calculation:
Kohn-Sham gap (Eh): 0.33458
LUMO (eV): 0.50

These are the natural (NBO) partial charges, in e, on atoms 1 to 8:
1 C -0.45
2 C -0.13
3 C 0.34
4 H 0.24
5 H 0.28
6 H 0.22
7 H 0.34
8 H 0.26


#4
Formula: C3H6N4O
Source: the Open Molecules 2025 dataset
Level of theory: wB97M-V/def2-TZVPD

Geometry as ORCA input:
```
! RIJCOSX wB97M-V def2-TZVPD def2/J DEFGRID3
* xyz 0 1
N -2.03321 0.83811 -1.87377
N -0.86246 1.36546 -0.98949
C -0.16902 0.36750 -0.35857
N 1.04235 0.78669 0.11744
C 1.71539 0.31740 1.49833
C 1.15155 -1.20638 1.38054
N 0.29975 -1.80524 0.64401
O -0.79485 -0.87758 -0.23555
H -1.77129 -0.02505 -2.35600
H -2.59826 0.40278 -1.18500
H -0.76702 2.31516 -1.03263
H 2.95937 0.20533 1.56813
H 1.72570 1.01674 2.52557
H 1.49772 -2.06049 1.95511
*
```

Values from the calculation:
Kohn-Sham gap (Eh): 0.33530
LUMO (eV): 0.37
SMILES: NNC1=NCC=NO1

These are the natural (NBO) partial charges, in e, on atoms 1 to 8:
1 N -0.64
2 N -0.45
3 C 0.68
4 N -0.63
5 C -0.30
6 C 0.05
7 N -0.08
8 O -0.45


It is #3 that is the least stable of them.


#1
Formula: C3H6N4O
Source: the Open Molecules 2025 dataset
Level of theory: wB97M-V/def2-TZVPD

Geometry as ORCA input:
```
! RIJCOSX wB97M-V def2-TZVPD def2/J DEFGRID3
* xyz 0 1
N -1.44704 -1.60769 0.00835
C -0.40020 -0.73546 -0.00321
N 0.94722 -1.23663 -0.07218
C 1.83358 -0.14393 -0.06878
O 3.06863 -0.14452 0.01122
N 1.09952 1.05091 -0.05401
C -0.14956 0.71800 -0.20818
N -1.07458 1.76542 0.00571
H -2.20006 -1.29986 0.60222
H -1.61896 -2.05093 -0.94685
H 1.40765 -2.24990 0.46856
H 1.46078 2.01525 -0.23298
H -1.92353 1.88899 -0.47847
H -1.00346 2.03033 0.96860
*
```

Values from the calculation:
Kohn-Sham gap (Eh): 0.27799
LUMO (eV): 0.61
SMILES: Nc1[nH]c(=O)[nH]c1N

These are the natural (NBO) partial charges, in e, on atoms 1 to 8:
1 N -0.85
2 C 0.19
3 N -0.63
4 C 0.74
5 O -0.66
6 N -0.61
7 C 0.25
8 N -0.88


#2
Formula: C3H6N4O
Source: the Open Molecules 2025 dataset
Level of theory: wB97M-V/def2-TZVPD

Geometry as ORCA input:
```
! RIJCOSX wB97M-V def2-TZVPD def2/J DEFGRID3
* xyz 0 1
H -2.72989 -0.88888 -0.16823
N -2.17433 -0.10803 -0.29048
C -0.98828 -0.34672 0.02524
C -0.31813 -1.65839 0.37492
N 0.93448 -1.21613 -0.31536
C 1.21189 0.08378 0.01724
O 2.27044 0.69446 -0.03532
N -0.09724 0.68762 0.09594
N -0.62025 1.92071 0.07894
H -0.66087 -2.39820 -0.24792
H -0.22944 -1.92678 1.44726
H 1.90270 -1.81698 -0.48642
H -0.88881 2.12625 0.97040
H -1.28879 1.88766 -0.72022
*
```

Values from the calculation:
Kohn-Sham gap (Eh): 0.36502
LUMO (eV): 0.64
SMILES: [H]/N=C1\CNC(=O)N1N

These are the natural (NBO) partial charges, in e, on atoms 1 to 8:
1 H 0.34
2 N -0.70
3 C 0.43
4 C -0.28
5 N -0.64
6 C 0.77
7 O -0.58
8 N -0.32


It is #2 that is the least stable of them.